No. 1
# C5H9FN

3 unconnected molecules or ions with the total composition C5H9FN (ωB97M-V/def2-TZVPD, the OMol25 dataset).

Its total energy is -349.9313 Eh. The calculation puts the LUMO energy (spin up / spin down) at -8.2 / -7.6 eV. The calculation puts the HOMO energy (spin up / spin down) at -11.088 / -11.088 eV. Its total charge is +1. The molar mass comes out at 102.13 g mol⁻¹. The value obtained for the energy above the lowest of the compared OMol25 structures with the same formula, charge and spin is 8.517 eV. For the HOMO-LUMO gap (spin up / spin down), the calculation gives 2.9 / 3.5 eV.

Positions of all 16 atoms, in Å:
C 1.777 3.991 -1.503
C -3.408 -2.879 -0.124
C -1.139 -2.543 0.717
C 3.867 2.872 0.306
C -2.589 -2.466 0.868
N 3.078 3.765 0.514
F 0.596 4.069 -1.087
H 1.711 4.108 -2.661
H -4.451 -2.779 -0.180
H -3.070 -3.496 -1.039
H -0.663 -1.497 0.342
H -0.820 -3.220 -0.018
H -0.619 -2.589 1.592
H 4.384 2.287 1.235
H 4.310 2.392 -0.707
H -2.964 -2.013 1.746

Atomic forces in eV per Å
C -0.4 0.4 -0.2
C 1.9 -1.2 -0.7
C 0.7 3.7 -2.0
C 3.1 -3.4 -0.6
C -1.3 -0.7 -2.5
N -1.5 0.3 -1.3
F 0.5 -0.1 0.3
H 0.7 -0.2 1.3
H -1.3 0.3 0.6
H 0.1 1.3 1.6
H -1.4 -1.8 0.4
H 0.4 -1.2 -0.8
H 1.3 -1.0 2.6
H -1.2 1.7 -1.5
H -1.3 1.2 2.1
H -0.6 0.6 0.7


No. 2
# C5H9FO

2 unconnected molecules or ions with the total composition C5H9FO (ωB97M-V/def2-TZVPD, the OMol25 dataset).

Its total energy is -370.8076 Eh. As for the expectation value of S²: 2.0164. The calculation puts the LUMO energy (spin up / spin down) at 0.9 / -0.1 eV. The calculation puts the HOMO energy (spin up / spin down) at -7.106 / -9.444 eV. The molar mass comes out at 104.12 g mol⁻¹. The value obtained for the energy above the lowest of the compared OMol25 structures with the same formula, charge and spin is 1.645 eV. The multiplicity is 3. For the HOMO-LUMO gap (spin up / spin down), the calculation gives 8.0 / 9.4 eV.

Positions of all 16 atoms, in Å:
C 1.554 -1.969 -0.210
C 1.254 -0.653 -0.266
C 1.883 0.667 -0.290
C -1.764 0.862 0.747
C -2.049 -0.394 -0.091
O -2.235 -0.357 -1.404
F -2.994 -1.219 0.508
H 0.823 -2.765 -0.384
H 2.579 -2.305 0.298
H 2.851 0.896 0.300
H 2.002 0.872 -1.293
H 1.175 1.332 0.167
H -2.745 1.445 0.743
H -0.792 1.487 0.364
H -1.390 0.534 1.789
H -2.965 -0.951 -1.596

Atomic forces in eV per Å
C 1.0 1.7 1.6
C 1.4 -3.2 -0.1
C 0.5 -0.3 2.9
C 1.6 0.2 -0.2
C 0.8 -0.1 2.1
O -0.1 0.6 -0.6
F 0.3 0.6 -0.2
H 0.3 0.4 0.0
H -2.0 0.7 -1.3
H -1.1 -1.0 -0.9
H 0.5 1.0 -2.2
H -0.3 0.8 -0.1
H 1.5 -0.2 0.4
H -2.9 -1.4 0.4
H -1.2 0.5 -1.5
H -0.2 -0.2 -0.3